{"formula": "C34H43Cl2LaN4O3PS5Sb", "method": "ωB97M-V with the def2-TZVPD basis set", "species": ["La", "S", "Sb", "S", "S", "S", "Cl", "C", "C", "C", "Cl", "C", "O", "C", "C", "O", "C", "H", "H", "H", "N", "P", "N", "C", "C", "C", "C", "C", "N", "C", "C", "C", "C", "C", "N", "C", "C", "C", "C", "C", "H", "H", "H", "H", "H", "H", "H", "H", "H", "H", "H", "H", "H", "H", "H", "H", "H", "H", "H", "H", "H", "H", "H", "H", "H", "H", "H", "H", "H", "H", "O", "S", "C", "C", "C", "C", "C", "C", "C", "C", "C", "C", "C", "C", "H", "H", "H", "H", "H", "H", "H", "H", "H", "H"], "coordinates": [[0.8605, -0.9555, 1.5633], [6.8689, -2.0478, 1.3651], [4.8533, -0.8905, 1.3935], [3.5089, -1.6315, 3.2585], [3.4576, -1.2439, -0.4379], [5.3831, 1.3674, 1.4520], [-2.1610, 0.1617, 8.7755], [-1.2846, 0.3099, 7.2923], [-0.5907, 1.4480, 6.9200], [-0.0836, 1.5980, 5.6181], [0.4453, 3.1663, 5.0102], [-0.1374, 0.4749, 4.6824], [0.2203, 0.6161, 3.4930], [-0.5919, -0.7922, 5.1758], [-0.6279, -1.9298, 4.4057], [-0.4780, -2.0170, 3.1300], [-1.3420, -0.7748, 6.4182], [-0.5352, 2.3298, 7.5701], [-0.6727, -2.8680, 4.9853], [-1.8790, -1.6445, 6.7758], [0.3467, 0.6801, 0.0677], [0.1405, 2.0790, -0.5392], [-1.1949, 2.8826, 0.0032], [-1.8744, 3.9680, -0.7885], [-3.3941, 3.7537, -0.6652], [-3.8792, 3.4592, 0.8030], [-3.0930, 2.3251, 1.5099], [-1.5932, 2.7600, 1.4156], [-0.2940, 1.9619, -2.2093], [-1.4662, 1.1181, -2.6081], [-1.1549, 0.2646, -3.8835], [-0.3804, 1.0575, -4.9632], [-0.0437, 2.4774, -4.6398], [0.5381, 2.5783, -3.2249], [1.5277, 3.0431, -0.4692], [2.8696, 2.3891, -0.4243], [3.7045, 2.5899, -1.6323], [3.5708, 4.0615, -2.1065], [3.0123, 4.9570, -0.9412], [1.5656, 4.4795, -0.4721], [-1.5986, 3.8216, -1.8287], [-1.5735, 4.9792, -0.4235], [-3.6668, 3.0202, -1.4678], [-3.9456, 4.6548, -0.9083], [-4.9282, 3.0870, 0.6743], [-3.8015, 4.3917, 1.3972], [-3.2746, 1.3372, 1.0429], [-3.3062, 2.3693, 2.5971], [-0.9431, 2.0612, 1.9214], [-1.4140, 3.7514, 1.9018], [-2.4006, 1.7166, -2.6612], [-1.6794, 0.4371, -1.7555], [-2.1098, -0.0664, -4.3533], [-0.6058, -0.6352, -3.6354], [-0.9296, 1.1023, -5.9362], [0.5659, 0.5515, -5.0884], [-0.8892, 3.2035, -4.7800], [0.7884, 2.7915, -5.3333], [0.8160, 3.6163, -2.9191], [1.4947, 1.9988, -3.2315], [2.7282, 1.3399, -0.2100], [3.3142, 2.7567, 0.5036], [3.4963, 1.9639, -2.4769], [4.7794, 2.3972, -1.3492], [2.9364, 4.2588, -3.0230], [4.6078, 4.5098, -2.2658], [2.8263, 5.9734, -1.2515], [3.7270, 4.9486, -0.1232], [0.8151, 4.9163, -1.1711], [1.2908, 4.9642, 0.4847], [-0.1693, -2.7081, 0.4140], [-0.3353, -3.4672, -0.9224], [-1.7505, -4.6328, -0.8617], [-2.0534, -5.2213, 0.3290], [-3.1208, -6.1388, 0.2686], [-3.8360, -6.4062, -0.8899], [-3.4625, -5.7942, -2.0915], [-2.4216, -4.8847, -2.0713], [0.8928, -4.8009, -0.6845], [1.2020, -5.5077, -1.8090], [2.1083, -6.5102, -1.8339], [2.8939, -6.7355, -0.6388], [2.5004, -6.0493, 0.5178], [1.5175, -5.0829, 0.4866], [-1.4919, -5.0576, 1.2604], [-3.4754, -6.6584, 1.1437], [-4.6912, -7.0693, -0.8846], [-4.0732, -5.9105, -2.9763], [-2.1774, -4.3191, -2.9719], [0.6428, -5.1955, -2.7372], [2.2019, -7.1588, -2.6955], [3.7040, -7.4747, -0.6402], [2.9245, -6.3551, 1.4672], [1.2283, -4.6417, 1.4126]], "relative_energy_kcal_mol": 81.0, "orbital_gap_ev": 3.639, "homo_ev": -0.5, "e_tot_ha": -5290.80945, "charge": -2}